{"formula": "C4H7N3O2", "method": "ωB97M-V with the def2-TZVPD basis set", "elements": ["C", "C", "C", "C", "N", "N", "N", "O", "O", "H", "H", "H", "H", "H", "H", "H"], "positions_angstrom": [[-0.6042, -0.5062, -1.0724], [-1.0888, -0.2825, 1.0565], [-0.6678, 0.4451, -0.0364], [-0.3635, 1.9004, -0.0998], [-0.9385, -1.7105, -0.6374], [-1.2322, -1.5598, 0.6516], [2.2895, 0.0188, -0.3351], [3.2184, 0.5029, 0.2176], [2.1021, -1.3215, -0.0323], [-0.3332, -0.3561, -2.0984], [1.3014, -1.6108, -0.5125], [-1.2858, 0.0296, 2.0621], [0.7113, 2.0646, -0.0522], [-0.8283, 2.4147, 0.7379], [-0.7302, 2.3280, -1.0298], [-1.5503, -2.3567, 1.1806]], "smiles": "Cc1cn[nH]c1.O=NO", "e_homo_ha": -0.34547, "charge": 0, "homo_lumo_gap_ha": 0.365}